A cluster of 2 separate species, C7H12N4O2S in total at a distorted geometry. Source: the OMol25 dataset; level of theory: ωB97M-V/def2-TZVPD.

Calculated values
HOMO energy: -7.81 eV
LUMO level: -1.44 eV
Frontier orbital gap: 6.4 eV
Largest force on an atom: 0.05533 hartree/bohr

Each line ends with the Löwdin charge.
Geometry (Å):
C  -2.810  0.862  0.694  -0.25
C  -1.804  0.010  0.278  -0.11
C  1.194  1.137  1.085  -0.17
C  1.027  -0.305  1.518  -0.21
C  1.397  0.040  -1.157  -0.14
C  0.882  1.178  -0.371  -0.26
C  -1.942  -2.339  -0.610  -0.05
N  -3.984  0.226  0.563  -0.05
N  -3.784  -0.959  0.094  -0.02
N  -2.470  -1.113  -0.086  -0.25
N  0.375  2.291  -0.954  0.21
O  3.301  -1.063  0.337  -0.30
O  1.323  -2.451  -0.110  -0.31
S  1.880  -1.157  0.156  0.68
H  -2.753  1.861  1.082  0.05
H  0.550  1.816  1.646  0.14
H  2.239  1.429  1.248  0.15
H  1.485  -0.549  2.467  0.11
H  -0.028  -0.593  1.463  0.06
H  0.660  -0.417  -1.815  0.12
H  2.297  0.278  -1.730  0.13
H  -0.881  -2.429  -0.378  0.05
H  -2.486  -3.173  -0.166  0.09
H  -2.081  -2.379  -1.694  0.08
H  -0.114  2.946  -0.360  0.13
H  0.023  2.216  -1.896  0.13

Forces on the atoms, in the same order (eV/Å):
C 0.6 -0.6 -0.3
C 2.2 0.5 -0.5
C -0.3 0.3 0.4
C 0.3 -0.4 -0.6
C 0.1 -0.6 0.2
C -2.1 1.8 -0.6
C -0.1 -0.4 -0.2
N -1.2 -0.1 0.1
N -0.8 -0.5 -0.1
N 0.2 1.3 0.6
N 0.8 -1.8 0.9
O 0.2 0.5 0.0
O -0.1 0.2 -0.1
S -0.2 -0.6 0.3
H 0.0 0.2 0.1
H 0.0 0.0 -0.1
H 0.0 0.1 -0.2
H 0.3 -0.1 0.0
H 0.1 0.1 0.0
H -0.1 0.1 0.1
H 0.1 0.1 0.1
H -0.3 0.1 0.0
H 0.1 0.0 0.0
H 0.0 0.0 0.0
H 0.1 0.0 0.0
H 0.1 0.0 0.0

=====

An isolated molecule of C4H6N2 at a distorted geometry. Source: the OMol25 dataset; level of theory: ωB97M-V/def2-TZVPD.

Calculated values
Structure (SMILES): C[C@H]1N[C@H]1C#N
HOMO energy: -9.80 eV
LUMO level: 0.91 eV
Frontier orbital gap: 10.7 eV
Largest force on an atom: 0.02558 hartree/bohr

Each line ends with the Löwdin charge.
Geometry (Å):
C  -1.046  0.826  -0.458  -0.06
C  -0.403  -0.405  0.170  -0.32
N  -0.073  -1.452  -0.754  0.07
C  1.040  -0.853  -0.043  -0.25
C  1.714  0.415  -0.099  -0.22
N  2.105  1.457  0.227  0.15
H  -0.645  1.081  -1.449  0.09
H  -2.095  0.535  -0.602  0.08
H  -1.025  1.733  0.153  0.08
H  -0.734  -0.630  1.175  0.14
H  -0.215  -1.146  -1.710  0.10
H  1.496  -1.568  0.642  0.14

Forces on the atoms, in the same order (eV/Å):
C 0.0 -0.1 0.1
C -0.5 -0.2 0.2
N 0.0 -0.1 -0.4
C -0.3 0.5 0.7
C 0.9 1.0 -0.1
N 0.0 -0.8 -0.8
H 0.1 -0.2 0.3
H 0.1 0.2 0.0
H 0.1 -0.3 0.1
H -0.6 -0.5 -0.2
H 0.1 0.1 0.0
H -0.1 0.4 0.0

=====

A structure of composition C30H32MoN4O5S. Source: the OMol25 dataset; level of theory: ωB97M-V/def2-TZVPD.

Calculated values
HOMO energy (alpha / beta): -19.48 / -19.47 eV
LUMO level (alpha / beta): -12.52 / -12.52 eV
Total charge: +4
Frontier orbital gap (alpha / beta): 7.0 / 6.9 eV
Largest force on an atom: 0.01064 hartree/bohr

Each line ends with the Löwdin charge.
Geometry (Å):
Mo  -0.363  -0.077  -0.747  1.80
C  0.410  3.333  -1.209  -0.01
C  -1.015  3.095  -0.816  -0.27
C  -1.898  4.168  -0.758  0.04
C  -3.202  3.966  -0.359  0.05
C  -3.599  2.684  0.010  0.05
C  -2.694  1.651  -0.068  -0.17
N  -1.412  1.842  -0.512  0.01
C  -3.072  0.269  0.311  -0.15
C  -4.296  -0.110  0.826  0.06
C  -4.523  -1.458  1.079  0.06
C  -3.549  -2.409  0.797  0.06
C  -2.339  -1.987  0.282  -0.16
N  -2.122  -0.667  0.094  -0.03
C  -1.227  -2.878  -0.129  -0.17
C  -1.357  -4.248  -0.078  0.05
C  -0.298  -5.047  -0.497  0.04
C  0.865  -4.440  -0.920  0.03
C  0.955  -3.051  -0.945  -0.28
C  2.236  -2.407  -1.377  -0.01
N  -0.085  -2.275  -0.582  0.02
H  0.701  4.351  -0.954  0.11
H  0.540  3.223  -2.288  0.10
H  1.079  2.647  -0.691  0.05
H  -1.546  5.156  -1.022  0.14
H  -3.902  4.790  -0.318  0.15
H  -4.610  2.513  0.347  0.13
H  -5.074  0.611  1.026  0.13
H  -5.476  -1.773  1.484  0.15
H  -3.756  -3.454  0.973  0.13
H  -2.269  -4.707  0.271  0.13
H  -0.386  -6.126  -0.479  0.15
H  1.717  -5.029  -1.231  0.14
H  3.080  -3.051  -1.132  0.11
H  2.385  -1.447  -0.884  0.04
H  2.250  -2.260  -2.459  0.10
O  5.570  1.907  -6.323  0.48
C  4.527  1.578  -6.081  -0.09
O  3.379  1.212  -5.901  0.29
C  2.669  0.964  -4.639  -0.08
C  3.264  1.166  -3.416  0.09
C  2.466  0.894  -2.310  -0.08
N  1.202  0.464  -2.412  0.02
C  0.694  0.286  -3.635  -0.14
C  1.386  0.523  -4.813  0.15
C  -0.730  -0.208  -3.674  -0.46
O  -1.331  -0.428  -4.666  0.25
O  -1.193  -0.359  -2.416  -0.19
H  4.281  1.514  -3.282  0.16
H  2.872  1.032  -1.317  0.13
H  0.914  0.360  -5.775  0.18
C  0.687  -2.859  4.329  -0.07
C  0.608  -1.487  3.660  -0.27
C  1.781  -1.330  2.706  -0.32
S  1.997  0.207  1.787  1.13
O  0.787  0.197  0.744  -0.71
C  1.588  1.582  2.883  -0.31
C  0.113  1.922  3.083  -0.28
C  0.006  3.202  3.913  -0.06
H  -0.153  -2.993  5.008  0.10
H  1.602  -2.962  4.912  0.10
H  0.659  -3.666  3.594  0.08
H  0.639  -0.709  4.422  0.11
H  -0.334  -1.384  3.113  0.11
H  1.772  -2.075  1.903  0.09
H  2.746  -1.434  3.216  0.13
H  2.135  2.426  2.456  0.11
H  2.101  1.310  3.814  0.13
H  -0.407  1.107  3.581  0.10
H  -0.359  2.067  2.108  0.08
H  0.489  3.088  4.884  0.10
H  -1.040  3.443  4.096  0.09
H  0.465  4.049  3.403  0.09

Forces on the atoms, in the same order (eV/Å):
Mo -0.5 -0.3 -0.1
C 0.0 0.0 0.0
C 0.0 0.0 0.0
C 0.0 0.0 0.0
C 0.0 0.0 0.0
C 0.0 0.0 0.0
C 0.0 0.0 0.0
N 0.1 0.0 0.1
C 0.0 0.0 0.0
C 0.0 0.0 0.0
C 0.0 0.0 0.0
C 0.0 0.0 0.0
C 0.0 0.0 0.0
N 0.2 0.1 0.0
C 0.0 0.0 0.0
C 0.0 0.0 0.0
C 0.0 0.0 0.0
C 0.0 0.0 0.0
C 0.0 0.0 0.0
C 0.0 0.0 0.0
N 0.0 0.1 0.0
H 0.0 0.0 0.0
H 0.0 0.0 0.0
H 0.0 0.0 0.0
H 0.0 0.0 0.0
H 0.0 0.0 0.0
H 0.0 0.0 0.0
H 0.0 0.0 0.0
H 0.0 0.0 0.0
H 0.0 0.0 0.0
H 0.0 0.0 0.0
H 0.0 0.0 0.0
H 0.0 0.0 0.0
H 0.0 0.0 0.0
H 0.0 0.0 0.0
H 0.0 0.0 0.0
O 0.1 0.0 0.0
C 0.0 0.0 0.0
O -0.1 0.0 0.0
C 0.0 0.0 -0.1
C 0.0 0.0 0.0
C 0.0 0.0 0.0
N 0.1 0.0 -0.1
C 0.0 0.0 0.0
C 0.0 0.0 0.0
C 0.0 0.0 -0.1
O 0.0 0.0 0.0
O 0.1 0.0 0.2
H 0.0 0.0 0.0
H 0.0 0.0 0.0
H 0.0 0.0 0.0
C 0.0 0.0 0.0
C 0.0 0.0 -0.1
C 0.0 0.1 0.0
S -0.1 -0.1 -0.1
O 0.0 0.1 0.0
C 0.1 0.0 0.1
C 0.0 0.0 -0.1
C 0.0 0.0 0.0
H 0.0 0.0 0.0
H 0.0 0.0 0.0
H 0.0 0.0 0.0
H 0.0 0.0 0.0
H 0.0 0.0 0.0
H 0.0 0.0 0.0
H 0.0 0.0 0.0
H 0.0 0.0 0.0
H 0.0 0.0 0.0
H 0.0 -0.1 0.0
H 0.0 0.0 0.0
H 0.0 0.0 0.0
H 0.0 0.0 0.0
H 0.0 0.0 0.0

=====

A cluster of 2 separate species, C5H7O3S in total at a distorted geometry. Source: the OMol25 dataset; level of theory: ωB97M-V/def2-TZVPD.

Calculated values
HOMO energy (alpha / beta): -3.55 / -3.55 eV
LUMO level (alpha / beta): 3.16 / 3.16 eV
Total charge: -1
Frontier orbital gap (alpha / beta): 6.7 / 6.7 eV
Largest force on an atom: 0.08422 hartree/bohr

Each line ends with the Löwdin charge.
Geometry (Å):
C  0.130  -0.463  3.220  -0.14
C  -1.576  -0.092  -1.147  -0.20
C  -0.584  -0.133  -0.207  -0.16
C  0.369  -0.196  1.931  -0.27
C  -1.374  -0.053  -2.616  -0.17
O  3.135  -0.597  -0.606  -0.50
O  3.707  1.383  0.675  -0.49
O  -0.830  0.010  1.188  -0.18
S  2.653  0.671  -0.008  0.79
H  1.077  -0.426  3.855  0.03
H  -0.705  -0.209  3.756  -0.03
H  -2.562  0.282  -0.756  0.10
H  0.482  -0.100  -0.288  -0.02
H  -0.273  -0.080  -2.838  0.07
H  -1.824  -0.930  -3.190  0.07
H  -1.824  0.932  -2.968  0.08

Forces on the atoms, in the same order (eV/Å):
C 4.3 0.7 0.2
C 0.4 0.8 2.5
C -2.1 0.9 1.4
C 0.0 -0.2 -0.7
C 0.4 0.1 -1.0
O -1.1 1.7 0.7
O -0.2 0.3 0.3
O 0.1 -0.3 -2.4
S 1.1 -2.1 -0.5
H -1.2 -0.4 -0.8
H -2.6 0.1 1.0
H 0.8 -1.0 -0.4
H 0.2 -0.8 -1.0
H -0.9 0.2 0.0
H 0.3 1.2 0.7
H 0.6 -1.3 -0.1

=====

An isolated molecule of C2H5N3OS at a distorted geometry. Source: the OMol25 dataset; level of theory: ωB97M-V/def2-TZVPD.

Calculated values
Structure (SMILES): [H]/N=C(\N)ONC=S
HOMO energy: -8.39 eV
LUMO level: 0.46 eV
Frontier orbital gap: 8.9 eV
Largest force on an atom: 0.05580 hartree/bohr

Each line ends with the Löwdin charge.
Geometry (Å):
C  1.033  0.233  0.020  -0.56
C  -2.358  -0.543  -0.074  -0.68
H  3.026  -0.305  -0.076  0.13
H  1.870  -1.532  0.271  0.08
H  1.832  1.899  0.189  0.07
H  -1.085  1.124  -0.279  0.11
H  -2.323  -1.617  -0.245  0.08
N  2.135  -0.573  0.423  0.13
N  0.954  1.452  -0.014  0.16
N  -1.235  0.143  -0.186  -0.06
O  -0.057  -0.536  -0.240  -0.01
S  -3.791  0.255  0.211  0.54

Forces on the atoms, in the same order (eV/Å):
C 1.1 -2.5 0.8
C -1.4 1.1 0.0
H -1.5 -0.6 0.8
H 0.4 -0.4 0.0
H 0.1 0.3 0.2
H -0.4 1.0 0.2
H 0.4 0.1 0.3
N 0.0 1.0 -1.5
N -0.3 2.7 -0.5
N -0.1 -0.5 -0.1
O 1.1 -1.6 0.0
S 0.5 -0.6 -0.2

=====

A structure of composition C22H26BaN2O13. Source: the OMol25 dataset; level of theory: ωB97M-V/def2-TZVPD.

Calculated values
HOMO energy: -3.42 eV
LUMO level: 4.27 eV
Total charge: -2
Frontier orbital gap: 7.7 eV
Largest force on an atom: 0.01532 hartree/bohr

Each line ends with the Löwdin charge.
Geometry (Å):
Ba  0.269  0.336  -0.940  2.12
O  4.154  -1.554  -0.606  0.01
C  3.064  -1.585  -1.178  -0.66
O  2.528  -0.638  -1.852  -0.24
C  2.283  -2.921  -1.127  -0.11
C  1.162  -3.007  -2.163  -0.27
C  0.657  -4.453  -2.305  -0.10
C  -0.212  -4.605  -1.029  -0.10
C  0.039  -3.259  -0.345  -0.26
O  0.061  -2.373  -1.483  -0.20
C  1.487  -3.200  0.194  -0.10
C  1.605  -2.165  1.325  -0.64
O  1.939  -2.563  2.449  -0.01
O  1.283  -0.975  1.020  -0.24
H  3.027  -3.705  -1.278  0.14
H  1.369  -2.479  -3.090  0.15
H  1.483  -5.165  -2.347  0.11
H  0.059  -4.567  -3.210  0.10
H  0.079  -5.449  -0.404  0.11
H  -1.270  -4.692  -1.275  0.11
H  -0.736  -2.933  0.342  0.15
H  1.769  -4.164  0.617  0.14
O  -3.399  -2.664  -0.516  0.04
C  -4.375  -2.039  -0.168  -0.25
C  -4.447  -0.691  0.393  -0.12
C  -5.686  -0.304  0.877  0.02
C  -5.875  0.928  1.478  -0.19
C  -4.785  1.817  1.618  -0.01
C  -3.559  1.475  1.146  0.01
C  -3.311  0.211  0.482  -0.38
O  -2.179  -0.060  0.033  -0.20
N  -7.166  1.288  1.969  -0.38
O  -8.094  0.490  1.852  0.01
O  -7.298  2.367  2.542  0.01
H  -5.363  -2.558  -0.125  0.11
H  -6.528  -0.981  0.793  0.11
H  -4.948  2.768  2.106  0.11
H  -2.707  2.136  1.250  0.10
C  3.669  3.275  -2.904  -0.03
C  2.399  3.221  -2.069  -0.54
C  2.237  4.478  -1.223  -0.02
O  2.491  2.140  -1.133  -0.15
C  1.137  3.124  -2.989  -0.67
O  1.134  3.868  -3.978  -0.02
O  0.224  2.333  -2.613  -0.25
H  4.537  3.422  -2.256  0.08
H  3.599  4.084  -3.628  0.08
H  3.799  2.338  -3.452  0.09
H  3.118  4.619  -0.590  0.08
H  1.356  4.381  -0.585  0.09
H  2.109  5.345  -1.871  0.09
H  2.883  1.349  -1.550  0.05
C  2.919  0.943  2.864  -0.04
N  1.537  1.376  2.797  -0.18
C  0.585  0.614  3.583  -0.03
C  1.124  2.191  1.818  -0.38
O  -0.046  2.456  1.549  -0.05
H  3.333  1.145  3.857  0.08
H  3.505  1.475  2.116  0.09
H  2.974  -0.127  2.653  0.08
H  0.718  0.834  4.647  0.08
H  0.748  -0.449  3.401  0.08
H  -0.421  0.891  3.276  0.08
H  1.954  2.610  1.231  0.12

Forces on the atoms, in the same order (eV/Å):
Ba -0.4 0.4 0.2
O 0.0 0.0 0.0
C 0.1 0.0 0.0
O 0.1 0.1 0.0
C 0.0 0.0 0.0
C 0.0 0.0 0.0
C 0.0 0.0 0.0
C 0.0 0.0 0.0
C -0.1 0.0 0.0
O 0.1 0.0 -0.1
C 0.0 0.0 0.0
C 0.1 0.0 0.0
O 0.0 0.0 0.0
O 0.0 0.0 -0.1
H 0.0 0.0 0.0
H 0.0 0.0 0.0
H 0.0 0.0 0.0
H 0.0 0.0 0.0
H 0.0 0.0 0.0
H 0.0 0.0 0.0
H 0.0 0.0 0.0
H 0.0 0.0 0.0
O 0.0 0.1 -0.3
C 0.1 -0.3 0.7
C 0.0 0.1 -0.2
C 0.0 0.0 0.0
C 0.0 0.0 -0.1
C 0.0 0.0 0.0
C 0.0 0.0 0.0
C 0.0 0.0 0.1
O 0.0 -0.1 -0.1
N 0.1 -0.2 0.4
O 0.0 0.1 -0.1
O 0.0 0.1 -0.1
H -0.1 0.1 -0.2
H 0.0 0.0 0.0
H 0.0 0.0 0.0
H 0.0 0.0 0.0
C 0.0 0.0 0.0
C 0.0 0.0 0.0
C 0.0 0.0 0.0
O 0.0 -0.1 0.0
C 0.0 0.0 -0.1
O 0.0 0.0 0.0
O 0.1 -0.1 0.0
H 0.0 0.0 0.0
H 0.0 0.0 0.0
H 0.0 0.0 0.0
H 0.0 0.0 0.0
H 0.0 0.0 0.0
H 0.0 0.0 0.0
H 0.0 -0.1 0.0
C 0.0 0.0 0.0
N 0.0 0.0 0.0
C 0.0 0.0 0.0
C 0.0 0.0 0.0
O 0.0 -0.1 -0.1
H 0.0 0.0 0.0
H 0.0 0.0 0.0
H 0.0 0.0 0.0
H 0.0 0.0 0.0
H 0.0 0.0 0.0
H 0.0 0.0 0.0
H 0.0 0.0 0.0

=====

A structure of composition C16H33NOP2RuSe2 at a distorted geometry. Source: the OMol25 dataset; level of theory: ωB97M-V/def2-TZVPD.

Calculated values
HOMO energy (alpha / beta): -18.09 / -18.14 eV
LUMO level (alpha / beta): -10.35 / -11.64 eV
Spin multiplicity: 2
Total charge: +3
Frontier orbital gap (alpha / beta): 7.7 / 6.5 eV
Largest force on an atom: 0.02848 hartree/bohr

Each line ends with the Löwdin charge.
Geometry (Å):
Ru  0.464  0.365  0.551  0.54
C  3.855  0.294  0.821  -0.21
P  2.590  0.058  -0.462  0.79
C  3.045  -1.439  -1.357  -0.20
C  2.850  1.431  -1.637  -0.37
C  2.352  2.728  -1.013  -0.37
P  0.617  2.504  -0.494  0.76
C  0.198  4.065  0.316  -0.21
C  -0.324  2.521  -2.045  -0.20
H  3.569  1.065  1.534  0.03
H  4.796  0.580  0.347  0.08
H  4.019  -0.640  1.359  0.06
H  4.060  -1.301  -1.736  0.08
H  2.379  -1.610  -2.203  0.06
H  3.028  -2.313  -0.707  0.05
H  2.319  1.204  -2.566  0.10
H  3.913  1.476  -1.884  0.12
H  2.425  3.566  -1.709  0.12
H  2.940  2.992  -0.130  0.10
H  0.320  4.873  -0.409  0.08
H  0.873  4.253  1.150  0.06
H  -0.831  4.071  0.671  0.04
H  0.001  3.369  -2.650  0.08
H  -1.389  2.631  -1.843  0.05
H  -0.175  1.615  -2.631  0.05
C  -0.125  -0.641  3.976  -0.27
Se  0.747  0.775  2.967  1.01
C  -0.485  2.242  3.306  -0.47
C  -1.914  1.939  2.923  -0.45
Se  -2.027  1.017  1.198  1.02
C  -3.219  2.230  0.242  -0.29
H  0.005  -0.380  5.025  0.07
H  0.386  -1.573  3.760  0.02
H  -1.176  -0.712  3.709  0.04
H  -0.067  3.060  2.726  0.04
H  -0.396  2.496  4.364  0.11
H  -2.476  2.871  2.855  0.10
H  -2.420  1.302  3.645  0.08
H  -2.807  3.229  0.144  0.03
H  -4.128  2.234  0.840  0.06
H  -3.420  1.790  -0.731  0.05
O  -0.861  -0.491  -1.014  -0.23
C  -1.304  -1.832  -0.664  -0.11
C  -0.235  -2.549  0.104  -0.24
C  -0.092  -3.925  0.056  0.04
C  0.874  -4.534  0.841  0.02
C  1.679  -3.737  1.648  0.00
C  1.489  -2.372  1.628  -0.17
N  0.546  -1.772  0.875  -0.06
H  -0.469  -0.490  -1.898  0.11
H  -1.612  -2.363  -1.562  0.15
H  -2.183  -1.691  -0.032  0.12
H  -0.739  -4.512  -0.583  0.14
H  1.004  -5.608  0.820  0.14
H  2.444  -4.168  2.279  0.14
H  2.107  -1.723  2.236  0.09

Forces on the atoms, in the same order (eV/Å):
Ru -1.4 -0.2 -0.4
C 0.0 -0.1 0.0
P 0.1 0.3 0.1
C -0.1 0.0 0.0
C 0.0 0.0 0.0
C 0.0 0.0 -0.1
P 0.3 0.0 0.1
C 0.0 0.0 0.0
C 0.0 0.1 0.0
H 0.0 0.0 0.0
H 0.0 0.0 0.0
H 0.0 0.0 0.0
H 0.0 0.0 0.0
H 0.0 0.0 0.0
H 0.0 0.0 0.0
H 0.0 0.0 0.0
H 0.0 0.0 0.0
H 0.0 0.0 0.0
H 0.0 0.0 0.0
H 0.0 0.0 0.0
H 0.0 0.0 0.0
H 0.0 0.0 0.0
H 0.0 0.0 0.0
H 0.0 0.0 0.0
H 0.0 0.0 0.0
C -0.1 0.0 0.0
Se 0.5 0.1 -0.2
C 0.0 0.1 0.2
C 0.0 0.1 0.0
Se -0.1 -0.4 0.4
C 0.3 0.1 -0.2
H 0.0 0.0 0.0
H 0.0 0.0 0.1
H 0.0 0.0 0.0
H 0.0 0.0 0.0
H 0.0 0.0 0.0
H -0.1 0.0 -0.1
H 0.0 0.0 0.0
H 0.0 0.0 0.0
H 0.0 0.0 0.0
H 0.0 0.0 0.0
O 0.7 0.2 -0.2
C -0.1 0.0 0.1
C 0.0 0.1 0.0
C -0.1 0.0 0.0
C 0.0 0.0 0.0
C 0.0 0.0 0.0
C -0.1 0.0 -0.1
N 0.2 -0.1 0.4
H -0.2 -0.1 -0.1
H 0.1 0.0 0.0
H 0.0 0.0 0.0
H 0.0 0.0 0.0
H 0.0 0.0 0.0
H 0.0 0.0 0.0
H 0.0 0.0 0.0